# 1
Density functional theory data (ωB97M-V/def2-TZVPD) for a cluster of 5 separate species, C30H59Cl5N3O3 in total at a distorted geometry.

Calculated values
2S+1: 4
Calculated total energy: -105283.90828 eV
Energy above the lowest of the compared OMol25 structures with the same formula, charge and spin: 0.0000 eV

Last column: Mulliken spin population.
Atoms and positions in Å:
H1 7.611 -0.027 2.464  0.000
N1 9.837 -1.803 3.211  0.309
H2 -0.129 3.982 -8.091  0.000
C1 -10.011 0.507 1.585  0.028
C2 -8.192 -1.296 1.455  0.017
H3 1.658 6.387 -4.600  0.000
C3 -7.573 0.998 1.076  0.002
C4 -8.962 -2.495 1.091  -0.005
C5 8.454 -1.684 3.714  0.018
Cl1 -2.221 -0.628 10.962  0.000
H4 7.001 -1.159 0.474  0.000
H5 9.175 -0.488 0.791  -0.001
H6 2.226 4.002 -7.240  0.001
H7 0.436 0.605 3.036  0.000
H8 -11.540 -2.174 -1.628  0.000
O1 -9.062 0.998 -1.364  0.610
H9 -9.457 -3.571 -0.724  -0.001
H10 6.476 -1.208 3.096  -0.001
H11 -7.278 1.054 2.124  0.000
C6 -3.225 -1.613 9.903  0.000
C7 9.021 -1.566 0.843  0.006
H12 -0.402 -1.537 2.019  0.000
H13 11.687 -2.129 0.326  0.000
H14 9.125 -4.142 1.580  -0.003
H15 8.793 -1.173 5.835  -0.001
C8 8.368 -0.718 4.940  0.009
C9 1.750 4.198 -5.036  0.018
C10 0.052 2.363 -4.961  0.009
H16 7.955 -3.707 3.227  -0.005
H17 1.010 -1.856 2.938  0.000
H18 11.601 -0.692 1.401  -0.003
C11 0.024 4.042 -7.013  -0.004
H19 -9.881 0.614 2.662  0.002
C12 7.474 -1.087 2.675  0.006
H20 10.346 -3.937 0.473  0.001
H21 -2.122 2.474 -4.572  0.003
H22 6.775 -2.964 4.334  0.002
C13 -11.088 -1.401 -1.007  0.033
C14 -9.499 -1.391 -1.173  -0.006
H23 -9.522 -2.645 -2.979  0.000
H24 7.328 -0.548 5.218  0.001
C15 -0.020 -1.516 3.040  0.000
Cl2 -4.477 -0.655 8.996  0.000
C16 7.522 -1.681 1.276  -0.001
H25 -8.547 -3.406 1.523  0.000
C17 0.029 0.824 -4.821  0.006
C18 1.459 4.426 -6.592  0.005
C19 10.055 -2.232 1.775  0.013
H26 3.640 4.214 -4.027  -0.001
H27 9.105 -2.002 -0.153  -0.001
Cl3 0.619 0.003 5.257  0.000
H28 -2.567 -2.092 9.178  0.000
H29 0.323 0.586 -3.798  0.001
C20 10.111 -3.682 1.506  0.020
H30 -7.810 2.037 0.848  0.000
C21 -0.129 -0.113 3.631  0.000
H31 3.689 3.281 -5.603  -0.006
H32 -6.647 0.840 0.522  -0.006
Cl4 -0.960 -2.625 4.081  0.000
C22 -8.963 -2.637 -0.457  0.019
C23 -0.117 2.566 -6.440  0.008
H33 -0.956 0.443 -5.090  0.000
H34 -7.152 -1.517 1.218  0.001
H35 1.459 5.511 -6.702  -0.001
C24 7.830 -3.019 4.064  0.030
H36 10.656 -4.292 2.227  -0.006
H37 -10.361 1.453 1.174  -0.003
H38 -0.717 4.719 -6.588  0.000
H39 -1.172 2.326 -6.576  -0.001
H40 8.849 0.249 4.791  -0.006
O2 1.602 2.738 -3.145  0.577
H41 -9.966 -2.419 1.508  -0.001
H42 -11.461 -1.579 0.002  -0.002
H43 -9.740 -0.952 -3.298  0.000
H44 -1.132 0.285 3.786  0.000
H45 -8.227 -1.171 2.538  0.000
C25 -8.669 0.008 0.823  0.003
H46 -7.934 -2.818 -0.768  -0.002
H47 1.668 5.431 -3.240  -0.001
N2 -8.832 -0.208 -0.604  0.315
H48 0.169 5.626 -4.309  -0.005
C26 -1.197 2.969 -4.275  0.030
O3 10.777 -2.408 4.148  0.614
H49 -1.400 4.033 -4.390  -0.004
H50 -11.521 -0.425 -1.223  -0.005
C27 1.242 5.445 -4.243  0.025
H51 12.196 -2.143 2.020  0.000
H52 7.248 -2.736 1.306  0.000
N3 1.321 2.898 -4.477  0.339
H53 0.567 1.978 -7.052  -0.002
C28 -9.168 -1.655 -2.691  0.007
H54 8.436 -3.466 4.852  -0.004
H55 3.855 4.970 -5.543  0.000
C29 11.444 -1.768 1.326  0.003
H56 -10.851 -0.135 1.319  -0.004
H57 -1.065 2.770 -3.212  -0.004
C30 3.315 4.152 -5.065  0.010
H58 -8.095 -1.541 -2.842  -0.004
Cl5 -4.141 -2.854 10.877  0.000
H59 0.794 0.381 -5.458  -0.002

Cartesian forces, eV/Å:
0.26 0.33 0.71
2.77 -2.93 2.26
0.14 0.21 0.01
0.49 -0.27 -1.76
0.66 0.08 0.91
0.34 -0.22 -0.73
0.93 1.81 0.07
-0.98 -1.01 -1.18
-1.30 1.51 0.36
-0.29 -0.04 -0.25
-0.60 0.03 0.52
0.50 0.05 -0.15
-0.14 -0.24 0.16
-0.10 -0.14 -0.20
0.19 0.12 -0.21
0.87 -4.47 2.78
-0.53 0.31 -0.30
0.02 0.17 0.12
-0.22 -0.46 0.20
-1.10 -0.12 0.20
-1.18 -0.07 0.54
-0.44 0.04 0.17
-0.17 0.15 0.03
-0.47 0.08 0.11
0.35 -0.08 -0.13
0.33 -0.76 0.17
1.95 1.34 -2.12
-0.92 -0.76 -0.60
-0.31 0.02 -0.07
-0.03 0.02 0.54
-0.38 0.20 -0.32
1.00 -2.07 1.36
0.15 -0.25 -0.13
-0.39 0.70 -1.19
0.64 0.35 0.11
0.20 -0.28 -0.22
0.18 0.16 0.10
0.66 0.71 0.23
-1.33 -1.92 -0.46
0.22 -0.09 0.27
-0.15 0.03 -0.36
-0.27 0.60 0.20
0.97 -0.35 0.47
2.14 -1.02 0.14
0.19 0.05 0.08
0.62 0.58 0.86
-1.87 0.75 0.66
0.99 1.74 -0.62
0.34 -0.63 0.03
0.37 0.11 -0.04
0.13 -0.15 0.05
-0.37 -0.06 0.19
-0.39 -0.26 0.10
-1.88 -2.67 0.57
-0.52 -0.07 -0.27
0.61 0.33 0.02
-0.23 -0.34 0.47
-0.12 -0.56 -0.18
0.16 -0.21 -0.40
0.36 -0.17 1.47
-0.87 2.26 -1.61
0.12 -0.06 0.17
0.25 0.45 -0.21
0.78 0.08 -0.05
1.22 -1.08 0.24
0.65 0.42 -0.16
0.52 0.30 0.00
0.02 -0.01 0.06
0.17 -0.73 -0.59
0.04 -0.12 -0.28
-0.80 0.25 -3.83
-0.28 -0.07 -0.25
0.50 -0.33 0.19
0.35 0.18 -0.13
-0.06 -0.49 -0.38
0.09 0.20 0.10
-0.75 0.08 1.52
0.29 0.22 -0.01
-0.72 -0.44 0.33
-1.63 4.30 -3.51
-0.04 -0.49 0.44
0.32 -0.29 1.14
-3.76 2.44 -3.58
0.51 0.03 -0.22
0.16 0.03 -0.57
0.74 -0.19 -0.07
-0.04 -0.42 -0.04
-0.29 -0.04 -0.27
0.03 0.78 3.17
-0.19 -0.39 0.14
-0.60 1.27 1.01
-0.28 -0.07 0.31
-0.76 0.51 -0.24
0.74 0.77 0.92
0.18 -0.40 0.53
-0.18 0.18 0.18
-0.09 0.40 1.15
-0.10 -0.04 -0.20
0.80 0.57 -0.63
-0.09 0.04 -0.14


# 2
Density functional theory data (ωB97M-V/def2-TZVPD) for a structure of composition C30H59N4O2PPtS3 at a distorted geometry.

Calculated values
Calculated total energy: -87155.11698 eV
Net charge: +2
Energy above the lowest of the compared OMol25 structures with the same formula, charge and spin: 0.7243 eV

Last column: Mulliken charge in e.
Atoms and positions in Å:
H1 -1.870 -1.066 3.326  0.726
C1 3.316 -3.432 0.369  -0.519
H2 4.136 -1.183 -4.039  0.496
H3 1.217 2.012 -5.340  0.529
N1 -5.490 -1.225 2.576  0.002
H4 0.246 2.461 0.650  -0.569
N2 -1.426 0.445 1.179  -0.600
H5 -1.479 -2.103 1.940  -0.342
H6 1.894 3.044 0.529  0.454
H7 3.624 2.108 -0.767  0.450
H8 2.198 2.021 -1.789  -0.473
H9 4.789 -1.730 -2.503  0.257
H10 -2.599 1.920 -3.808  0.320
H11 1.119 0.627 2.198  0.743
C2 -6.510 -0.463 2.898  0.725
C3 4.059 1.586 -2.822  -0.618
C4 2.342 -4.610 0.521  -0.949
H12 4.320 -3.739 0.665  0.510
H13 2.785 -2.604 2.266  0.414
C5 0.708 -2.771 -0.040  -0.206
H14 3.456 1.565 -3.734  0.113
H15 3.366 0.265 2.588  0.342
C6 -3.219 -1.004 0.151  -0.053
C7 2.836 -0.817 -2.357  0.191
P1 1.483 -0.059 -0.018  -3.773
C8 -3.398 -2.487 2.799  -1.433
H16 4.612 2.525 -2.831  0.549
H17 -1.763 3.875 -0.782  0.407
H18 3.692 3.248 2.146  0.338
C9 -2.275 -1.518 2.413  -0.256
H19 4.219 2.256 3.492  0.506
O1 -2.360 -1.270 -0.711  -0.728
S1 -2.623 1.788 -1.438  -0.001
H20 5.603 0.398 -1.914  0.289
H21 -8.064 0.622 2.126  0.205
C10 3.400 2.415 2.792  -0.801
C11 3.188 1.138 1.959  -0.724
H22 2.125 -0.379 -3.066  -0.458
C12 3.156 1.538 -1.572  -0.595
S2 -0.739 -0.435 -3.185  0.056
H23 0.877 -1.535 1.684  0.479
C13 2.118 2.790 3.532  -0.772
H24 3.922 1.112 1.153  0.161
Pt1 -0.583 0.324 -0.855  3.188
C14 4.236 -0.921 -2.985  -0.939
H25 1.083 -2.831 -1.064  0.276
H26 -2.959 -0.912 -2.666  0.230
H27 0.209 -4.863 0.179  0.563
H28 -7.037 -0.124 0.965  0.194
H29 -6.378 -0.726 4.920  0.202
C15 -2.531 -0.197 -3.362  -0.834
H30 -4.274 -1.180 4.291  0.493
C16 1.050 3.240 2.518  -0.818
C17 5.019 0.399 -2.839  -0.760
H31 3.624 -1.470 1.231  0.418
H32 5.731 0.501 -3.658  0.534
H33 -0.343 -2.488 -0.108  0.020
H34 2.454 -5.281 -0.331  0.358
H35 -5.222 -1.290 1.570  0.277
H36 -2.494 3.973 -2.390  0.593
N3 -6.835 -0.232 4.175  -0.354
H37 -0.946 0.637 -5.300  0.588
H38 0.594 -4.041 1.685  0.289
C18 0.879 -4.131 0.631  -1.035
H39 0.050 3.075 2.933  0.250
H40 -5.139 -2.703 4.021  0.663
C19 1.478 -1.717 0.783  1.290
C20 -1.810 3.399 -1.763  -1.094
H41 3.768 -0.257 -0.515  1.318
C21 2.920 0.082 -1.116  1.007
C22 1.201 2.500 1.174  -0.383
H42 -2.966 -3.239 3.458  0.540
H43 1.147 4.312 2.345  0.470
O2 -4.451 -1.193 0.084  -0.976
H44 0.182 4.173 -2.055  0.605
C23 -0.412 3.309 -2.355  1.402
C24 -3.029 1.204 -3.112  -0.715
H45 -4.115 1.222 -3.205  0.597
H46 3.377 -3.122 -0.678  -0.086
H47 -3.427 0.250 1.864  0.394
H48 2.310 3.588 4.248  0.500
C25 -0.093 0.474 -4.644  -1.142
H49 -1.638 1.432 1.278  0.510
H50 1.374 1.709 -3.608  -1.270
H51 -0.699 0.203 1.842  -0.239
C26 -2.650 -0.387 1.444  0.143
H52 -2.789 -0.504 -4.378  0.706
H53 2.603 -5.183 1.412  0.359
H54 -7.645 0.314 4.411  0.210
C27 0.664 1.783 -4.429  0.803
C28 2.868 -2.254 1.234  -0.890
C29 -4.604 -1.891 3.525  -1.076
H55 -3.748 -3.010 1.906  0.412
N4 -7.205 0.143 1.922  -0.377
C30 1.741 1.076 1.413  0.364
H56 0.072 2.412 -1.987  -1.775
H57 2.465 -1.812 -2.117  -0.108
H58 1.767 1.925 4.104  0.279
H59 0.572 -0.251 -5.118  0.609
S3 -0.406 3.224 -4.164  -0.174

Cartesian forces, eV/Å:
0.05 -0.04 0.00
-0.09 -0.05 0.12
0.02 -0.03 0.01
0.07 -0.12 0.01
0.12 -0.12 -0.05
0.01 0.11 -0.12
0.51 0.00 -0.82
0.03 0.03 0.06
-0.04 -0.04 -0.05
-0.04 0.01 0.00
0.02 0.03 0.11
-0.02 -0.03 -0.04
-0.03 0.01 -0.05
0.06 -0.01 0.08
-0.01 0.11 -0.03
0.09 -0.06 0.12
-0.04 0.12 0.00
0.01 0.02 -0.05
0.04 0.07 0.02
0.04 -0.04 0.19
0.05 0.02 0.01
0.03 0.00 -0.02
-0.06 0.24 -0.02
0.14 -0.06 0.08
-0.09 -0.50 0.01
0.01 0.04 -0.10
-0.04 0.03 -0.05
-0.10 0.03 0.00
0.04 -0.03 0.01
-0.08 0.20 0.09
0.03 0.01 -0.04
-0.38 -0.64 -0.27
0.52 -0.05 -0.16
0.02 0.00 -0.03
-0.01 -0.01 -0.02
-0.10 -0.04 0.09
-0.06 0.06 0.09
0.03 0.00 0.04
0.19 -0.07 -0.05
0.44 0.36 0.75
0.01 0.00 0.03
0.06 0.07 -0.15
-0.04 -0.05 0.01
-1.32 0.09 0.08
-0.01 0.16 0.02
-0.05 0.05 0.00
-0.02 -0.03 -0.01
-0.03 0.00 0.05
0.04 0.02 0.00
0.00 -0.02 0.00
-0.04 -0.07 -0.20
0.03 -0.01 0.00
0.12 -0.11 0.04
-0.13 -0.04 -0.08
0.01 -0.01 0.05
0.04 -0.01 0.04
-0.02 0.00 -0.06
-0.01 -0.02 0.01
0.02 0.11 -0.03
0.01 0.08 0.08
-0.04 -0.03 -0.03
-0.03 -0.08 0.00
-0.04 -0.03 -0.02
0.16 -0.01 -0.09
0.00 0.02 -0.01
-0.05 0.02 0.04
0.14 -0.14 -0.20
-0.03 -0.20 0.10
0.02 0.00 -0.01
-0.12 0.08 -0.28
0.13 -0.06 0.25
0.02 -0.03 -0.04
-0.07 0.02 -0.01
0.17 -0.01 0.17
-0.10 0.04 0.06
-0.15 0.31 -0.12
-0.20 0.08 0.03
0.01 -0.01 -0.02
0.05 -0.01 0.02
0.15 0.17 0.14
-0.04 -0.04 0.04
0.43 0.06 0.10
0.02 -0.01 0.27
0.00 0.00 -0.11
-0.10 0.15 0.17
-0.13 -0.22 -0.02
0.09 -0.03 -0.01
0.02 -0.04 -0.02
-0.01 -0.01 0.01
-0.48 0.05 -0.01
-0.11 -0.04 -0.10
0.05 0.03 -0.02
-0.02 -0.08 0.06
-0.02 -0.05 0.06
-0.05 0.37 -0.26
0.16 -0.02 0.18
-0.04 0.00 -0.04
0.01 0.03 0.04
-0.04 -0.02 -0.03
0.20 -0.03 -0.09